Entry 1:
{
  "formula": "CH3F5N3P3S",
  "method": "ωB97M-V/def2-TZVPD",
  "symbols": ["C", "N", "N", "N", "F", "F", "F", "F", "F", "P", "P", "P", "S", "H", "H", "H"],
  "coordinates": [[-1.5384, -0.4931, 1.6754], [2.4211, -1.4199, -2.7392], [1.1029, -3.0781, -0.9950], [-0.2504, -1.2861, -2.5262], [1.1378, 0.8540, -2.8401], [1.0521, -0.5298, -4.6275], [3.3270, -2.0763, -0.4317], [3.3490, -3.7453, -2.1256], [-0.9803, -3.7793, -2.3846], [1.0748, -0.6646, -3.0835], [2.4421, -2.5556, -1.6498], [-0.2763, -2.5216, -1.5338], [-1.2202, -0.3303, 3.2412], [-1.1577, -1.5212, 1.1055], [-1.2971, -2.3936, -0.4947], [-2.0067, 0.1610, 0.9170]],
  "atomic_forces_ev_per_a": [[1.34, -2.89, -1.54], [-0.19, 0.07, 0.35], [-0.06, 0.20, -0.30], [-0.29, 0.36, 0.36], [0.08, -0.02, 0.72], [-0.34, -0.41, 0.16], [-0.43, -0.39, -1.03], [-0.90, 0.98, 0.23], [0.99, 2.15, 1.51], [0.49, -0.43, -1.12], [1.44, -0.08, 1.35], [-1.99, -2.42, -1.25], [-0.43, 0.31, -0.86], [-0.98, 2.58, 1.69], [1.21, -0.14, -1.20], [0.06, 0.14, 0.95]],
  "de_lowest_ev": 1.320,
  "total_energy_ev": -57851.6425
}



Entry 2:
{
  "formula": "CH3FIN",
  "method": "ωB97M-V/def2-TZVPD",
  "symbols": ["C", "N", "F", "I", "H", "H", "H"],
  "coordinates": [[-0.0102, -0.5129, -0.3150], [0.8255, 0.3202, 0.4580], [-1.4409, 1.0953, -0.9071], [-1.1507, -1.9971, 0.4580], [0.0967, -0.3915, -1.3045], [0.7366, 0.2516, 1.4246], [0.9430, 1.2344, 0.1859]],
  "atomic_forces_ev_per_a": [[0.72, 4.34, 4.44], [-2.35, -4.85, -1.88], [1.19, -1.51, 0.59], [0.23, 0.06, 0.01], [0.21, 0.05, -3.44], [-0.29, -0.38, 1.82], [0.29, 2.29, -1.55]],
  "de_lowest_ev": 2.128,
  "total_energy_ev": -13391.2663
}



Entry 3:
{
  "formula": "CH3FIN",
  "method": "ωB97M-V/def2-TZVPD",
  "symbols": ["C", "N", "F", "H", "H", "I", "H"],
  "coordinates": [[-1.5778, 0.8774, -0.1110], [-1.5467, -0.3427, -0.1324], [-0.4287, -0.9102, 0.4352], [-0.6417, 1.3959, 0.3376], [-2.5247, 1.2120, -0.4372], [3.3968, -0.5072, 0.4442], [3.3227, -1.7251, -0.5364]],
  "atomic_forces_ev_per_a": [[3.06, 2.31, 1.69], [-1.34, -3.68, -0.46], [0.77, 0.35, 0.08], [-1.98, -0.16, -0.85], [-0.52, 1.18, -0.47], [0.07, 0.69, 0.55], [-0.06, -0.68, -0.55]],
  "de_lowest_ev": 2.480,
  "total_energy_ev": -13390.9142
}



Entry 4:
{
  "formula": "CH3FIN",
  "method": "ωB97M-V/def2-TZVPD",
  "symbols": ["C", "N", "F", "I", "H", "H", "H"],
  "coordinates": [[1.2811, 1.3169, -0.5467], [-1.3011, -1.1494, 0.1564], [2.2696, 0.5078, -0.7386], [0.9495, 1.7563, 1.3926], [-1.5226, -1.0549, -0.7641], [-0.3003, -1.1876, 0.0566], [-1.3762, -0.1890, 0.4438]],
  "atomic_forces_ev_per_a": [[-0.21, 0.22, 0.26], [1.11, 0.15, 2.41], [0.80, -0.74, -1.03], [-0.55, 0.57, 0.78], [-1.46, -0.14, -3.55], [0.80, -0.61, 0.40], [-0.48, 0.56, 0.73]],
  "de_lowest_ev": 0.000,
  "multiplicity": 3,
  "s2": 2.01,
  "total_energy_ev": -13389.2655
}



Entry 5:
{
  "formula": "CH3FIP",
  "method": "ωB97M-V/def2-TZVPD",
  "symbols": ["C", "F", "P", "I", "H", "H", "H"],
  "coordinates": [[0.2613, 0.0722, 0.6258], [0.6019, -1.0391, -1.7947], [-0.2545, 0.1128, -1.0896], [-0.5389, 2.0358, 1.4620], [0.0154, -0.7783, 1.1998], [1.4072, 0.1987, 0.4719], [-1.4923, -0.6022, -0.8752]],
  "atomic_forces_ev_per_a": [[2.53, 2.03, -0.63], [0.23, -0.63, 0.30], [-1.69, 0.90, -0.96], [0.60, -1.73, -0.51], [-0.30, -0.57, 0.94], [-1.80, -0.08, 1.04], [0.44, 0.09, -0.19]],
  "de_lowest_ev": 0.264,
  "total_energy_ev": -21192.3640
}



Entry 6:
{
  "formula": "CH3FN2",
  "method": "ωB97M-V/def2-TZVPD",
  "symbols": ["C", "N", "N", "F", "H", "H", "H"],
  "coordinates": [[-0.2858, -0.3719, -0.0224], [1.0398, -0.0315, -0.0039], [2.1959, -0.7034, 0.0171], [3.2740, 0.2909, -0.0102], [-0.3627, -1.4065, 0.3366], [-1.0166, 0.3949, -0.0569], [1.0461, 1.0311, -0.0831]],
  "atomic_forces_ev_per_a": [[4.27, -2.29, 1.16], [-1.28, 2.71, -0.74], [-1.24, 0.79, 0.19], [-1.70, -0.50, 0.01], [-0.99, 0.46, -0.63], [-0.25, 0.40, 0.05], [1.19, -1.57, -0.04]],
  "de_lowest_ev": 4.304,
  "total_energy_ev": -6778.5893
}



Entry 7:
{
  "formula": "CH3FN2",
  "method": "ωB97M-V/def2-TZVPD",
  "symbols": ["C", "N", "N", "F", "H", "H", "H"],
  "coordinates": [[-0.2828, -0.4673, 0.2369], [-0.4122, 0.9454, 0.0113], [0.9227, -0.2291, -0.5512], [1.9788, -0.0160, 0.2365], [-0.2819, -0.6228, 1.2331], [-1.1039, -0.9542, -0.3557], [-0.8207, 1.3440, -0.8109]],
  "atomic_forces_ev_per_a": [[-2.52, 1.30, -4.57], [3.76, -0.30, 0.81], [-3.52, 1.57, -0.17], [0.73, 0.18, 1.10], [0.60, -1.18, 3.13], [1.33, -0.73, 0.70], [-0.38, -0.83, -1.00]],
  "de_lowest_ev": 4.861,
  "total_energy_ev": -6778.0321
}



Entry 8:
{
  "formula": "CH3FN2O",
  "method": "ωB97M-V/def2-TZVPD",
  "symbols": ["C", "N", "N", "O", "F", "H", "H", "H"],
  "coordinates": [[0.2323, 0.0373, -0.5659], [-1.2305, 0.5171, 1.3524], [-0.6527, -0.4345, 0.7882], [1.0618, -1.0317, -0.7263], [1.0414, 1.2488, -0.7208], [-0.6381, 0.2338, -1.2822], [-1.7392, 0.1138, 2.2272], [1.9250, -0.6845, -1.0725]],
  "atomic_forces_ev_per_a": [[-0.98, -0.42, -0.05], [-2.15, -1.32, 2.75], [2.81, 1.78, -3.06], [0.61, 1.23, -0.72], [-1.47, -1.93, 1.37], [1.42, -0.49, 0.76], [0.88, 1.59, -1.38], [-1.12, -0.44, 0.33]],
  "de_lowest_ev": 0.000,
  "multiplicity": 3,
  "s2": 2.01,
  "total_energy_ev": -8825.8124
}



Entry 9:
{
  "formula": "CH3FN2O2",
  "method": "ωB97M-V/def2-TZVPD",
  "symbols": ["C", "N", "F", "N", "O", "O", "H", "H", "H"],
  "coordinates": [[0.9603, -0.3668, -0.7005], [-0.0181, -0.1144, 0.7498], [-0.3409, -1.3543, 1.2602], [-1.0504, 0.7662, 0.4089], [-0.6617, 1.6701, -0.3038], [-2.1116, 0.6594, 0.9449], [0.2647, -1.1371, -1.2578], [1.2373, 0.7651, -0.8925], [1.7205, -0.8881, -0.2093]],
  "atomic_forces_ev_per_a": [[-3.66, 1.28, 2.41], [3.76, -0.10, -2.62], [-1.06, 0.59, -0.45], [-0.21, -0.08, 0.35], [-0.35, 0.09, -0.01], [-0.65, -0.35, 0.14], [1.58, 2.26, 0.33], [-0.85, -2.92, -0.51], [1.44, -0.77, 0.35]],
  "de_lowest_ev": 3.980,
  "total_energy_ev": -10871.2470
}



Entry 10:
{
  "formula": "CH3FN2P2",
  "method": "ωB97M-V/def2-TZVPD",
  "symbols": ["C", "N", "P", "F", "H", "H", "H", "N", "P"],
  "coordinates": [[1.3392, -0.1153, 0.1110], [0.5355, 0.8713, 0.6379], [-0.7023, 1.7175, 0.3076], [-1.0719, 1.2725, -1.2589], [1.7229, -0.9032, 0.7951], [2.2720, 0.1676, -0.3650], [0.7365, -0.5275, -0.6975], [-2.2900, -0.6893, 0.6967], [-2.5420, -1.7936, -0.2270]],
  "atomic_forces_ev_per_a": [[0.48, -2.13, -1.30], [-1.40, 3.02, 1.73], [1.65, -1.82, -0.83], [-0.23, 0.56, 0.62], [-0.87, 0.45, 0.09], [0.10, 0.99, -0.09], [0.39, -0.99, -0.25], [-0.01, 0.55, 0.54], [-0.11, -0.63, -0.53]],
  "de_lowest_ev": 0.612,
  "total_energy_ev": -25359.7410
}



Entry 11:
{
  "formula": "CH3FNO2S",
  "method": "ωB97M-V/def2-TZVPD",
  "symbols": ["C", "N", "O", "O", "F", "S", "H", "H", "H"],
  "coordinates": [[-1.3534, 0.6217, 0.1262], [-0.8448, -0.5907, -0.2569], [1.8120, -1.2846, 0.3552], [-2.3476, 1.1372, -0.3481], [2.3675, 1.3906, 0.3141], [2.6608, -0.2615, -0.4342], [-0.7209, 1.0989, 0.8933], [-0.0301, -1.0004, 0.1178], [-1.5434, -1.1112, -0.7675]],
  "atomic_forces_ev_per_a": [[1.40, -0.90, -0.14], [-3.07, 1.65, -0.35], [0.40, 0.70, -0.25], [-0.35, -0.02, 0.14], [0.12, -1.28, -0.42], [-0.64, 0.51, 0.83], [-0.08, 0.18, -0.10], [1.70, -0.55, 0.52], [0.51, -0.29, -0.22]],
  "de_lowest_ev": 0.229,
  "charge": -1,
  "total_energy_ev": -20224.5452
}



Entry 12:
{
  "formula": "CH3FNO2S",
  "method": "ωB97M-V/def2-TZVPD",
  "symbols": ["C", "N", "O", "O", "F", "S", "H", "H", "H"],
  "coordinates": [[1.7329, 1.1239, 0.8561], [-2.8434, -0.5312, -1.0867], [0.8560, -1.2802, 1.0227], [1.8226, -0.6198, -1.1613], [1.6158, 2.2962, 0.1218], [0.8844, -0.2930, -0.0035], [1.2238, 1.2014, 1.7340], [-1.8701, -0.8725, -1.1228], [-3.4220, -1.0249, -0.3605]],
  "atomic_forces_ev_per_a": [[0.26, -0.62, -3.36], [-0.72, 0.01, 0.11], [-0.31, -2.56, 2.58], [-1.57, 0.23, 1.17], [0.23, -0.27, 0.46], [2.59, 2.31, -3.90], [-1.28, 0.86, 3.04], [-0.48, -0.18, 0.54], [1.26, 0.22, -0.64]],
  "de_lowest_ev": 4.878,
  "charge": -1,
  "total_energy_ev": -20219.8964
}



Entry 13:
{
  "formula": "CH3FNOPS",
  "method": "ωB97M-V/def2-TZVPD",
  "symbols": ["O", "C", "P", "N", "S", "F", "H", "H", "H"],
  "coordinates": [[0.1512, 1.6743, 0.6703], [-0.2122, 0.7552, -0.0190], [-2.0525, 0.4054, -0.2442], [0.5997, -0.1734, -0.5760], [2.2678, 0.0562, -0.4447], [2.6713, -1.0036, 0.8392], [-1.7584, -0.9797, -0.4833], [-2.0237, 0.3700, 1.0846], [0.3568, -1.1044, -0.8268]],
  "atomic_forces_ev_per_a": [[0.09, -0.06, -0.60], [-1.90, 0.66, 1.16], [0.78, 0.01, -2.15], [3.51, 0.09, -0.14], [0.00, -1.48, 0.87], [-0.60, 1.27, -1.19], [-0.52, 0.28, 0.31], [-0.55, -0.46, 2.16], [-0.82, -0.30, -0.41]],
  "de_lowest_ev": 0.500,
  "total_energy_ev": -27463.0956
}



Entry 14:
{
  "formula": "CH3I2NO",
  "method": "ωB97M-V/def2-TZVPD",
  "symbols": ["C", "N", "O", "I", "I", "H", "H", "H"],
  "coordinates": [[1.1879, 0.5691, 0.9238], [2.9257, -0.7158, -1.2335], [1.1173, -0.4142, -0.0459], [2.6803, 0.9999, -2.2181], [4.4086, -0.9374, -0.0352], [2.1608, 0.4952, 1.4241], [0.2529, 0.4706, 1.5245], [1.1282, 1.6100, 0.4980]],
  "atomic_forces_ev_per_a": [[0.03, 0.77, -1.57], [-3.55, 0.20, 0.30], [1.32, -0.59, -0.97], [0.22, 0.50, -0.30], [1.27, 0.05, 1.26], [-0.24, -0.12, 0.93], [0.91, -0.23, 0.23], [0.05, -0.59, 0.12]],
  "de_lowest_ev": 2.515,
  "total_energy_ev": -20818.6569
}



Entry 15:
{
  "formula": "CH3I2O2P",
  "method": "ωB97M-V/def2-TZVPD",
  "symbols": ["C", "O", "O", "P", "I", "I", "H", "H", "H"],
  "coordinates": [[-1.3378, -0.0156, 0.1541], [0.6569, 0.3205, -1.8034], [0.9552, 0.9031, 0.6592], [0.3213, -0.0558, -0.4346], [2.8187, 1.4587, 0.3810], [1.4405, -2.5359, 0.2909], [-1.3215, 0.8726, 0.7085], [-2.0574, 0.0158, -0.7280], [-1.4759, -0.9634, 0.7722]],
  "atomic_forces_ev_per_a": [[-1.27, -2.93, -1.28], [-0.17, -0.42, -0.29], [0.11, -0.21, 0.37], [1.46, -1.14, 0.02], [0.59, 0.22, 0.07], [-0.94, 1.91, -0.56], [-0.59, 1.17, 1.04], [0.93, -0.07, 1.25], [-0.14, 1.48, -0.64]],
  "de_lowest_ev": 1.231,
  "total_energy_ev": -30671.2630
}



Entry 16:
{
  "formula": "CH3I2P",
  "method": "ωB97M-V/def2-TZVPD",
  "symbols": ["C", "P", "H", "H", "H", "I", "I"],
  "coordinates": [[1.5313, -0.2844, 0.6142], [1.6475, 1.3354, 0.3314], [2.2297, -0.7833, 1.2624], [0.6868, -0.6734, 0.1585], [0.6713, 1.1990, -0.7825], [-3.1223, 0.6144, 0.1184], [-3.6443, -1.4077, -1.7023]],
  "atomic_forces_ev_per_a": [[1.18, 1.34, 0.76], [-0.39, 0.15, -1.36], [-0.30, -0.45, 0.25], [-0.97, -1.83, -0.65], [0.45, 0.78, 1.00], [-0.20, -0.90, -0.81], [0.23, 0.90, 0.81]],
  "de_lowest_ev": 2.691,
  "total_energy_ev": -26574.1155
}



Entry 17:
{
  "formula": "CH3IN2O2",
  "method": "ωB97M-V/def2-TZVPD",
  "symbols": ["C", "N", "N", "O", "O", "I", "H", "H", "H"],
  "coordinates": [[-0.0427, -1.6125, 0.1068], [1.8615, -0.1098, -0.2504], [0.9578, -1.0088, 0.3275], [-0.7855, -2.5344, 0.0231], [-0.6629, 1.4480, 0.5616], [-2.2978, 0.7364, 0.0226], [1.4276, 0.7528, -0.6748], [2.2316, 0.2431, 0.6550], [-2.6895, 2.0852, -0.7714]],
  "atomic_forces_ev_per_a": [[0.76, -2.26, -0.23], [0.25, 1.28, 1.52], [-0.22, 0.90, -0.58], [-0.79, 1.06, -0.03], [-0.19, -0.37, 0.06], [0.62, 0.56, 0.16], [-0.31, -1.43, 0.67], [0.47, 0.23, -1.28], [-0.57, 0.03, -0.29]],
  "de_lowest_ev": 4.366,
  "total_energy_ev": -16256.0440
}



Entry 18:
{
  "formula": "CH3IN2O2",
  "method": "ωB97M-V/def2-TZVPD",
  "symbols": ["C", "N", "N", "O", "O", "I", "H", "H", "H"],
  "coordinates": [[0.9625, 0.7869, 0.0150], [-1.2511, -1.1653, -0.7683], [-0.9667, -0.6631, 0.3558], [-1.2917, -0.4286, -1.7494], [-0.3833, 0.6733, 0.3648], [-0.8698, -1.8068, 1.9349], [1.1443, 1.8464, 0.1435], [0.9792, 0.6174, -1.0614], [1.6764, 0.1397, 0.7651]],
  "atomic_forces_ev_per_a": [[1.33, -1.53, 0.89], [-1.68, -1.00, -2.95], [2.30, 3.65, -0.10], [0.64, -0.53, 0.94], [-2.56, -0.78, 1.72], [0.26, -0.78, 1.31], [0.26, 0.15, 0.35], [0.99, -0.63, 0.06], [-1.55, 1.45, -2.21]],
  "de_lowest_ev": 4.663,
  "total_energy_ev": -16255.7464
}



Entry 19:
{
  "formula": "CH3IN2O2",
  "method": "ωB97M-V/def2-TZVPD",
  "symbols": ["C", "N", "N", "O", "O", "I", "H", "H", "H"],
  "coordinates": [[-0.4740, 0.3227, -0.0382], [1.7342, -0.1667, -0.4230], [0.5271, -0.3974, 0.2960], [-0.7945, 1.3016, -0.5965], [-2.0322, -0.8048, 0.5419], [-3.6017, 0.2832, 0.1910], [1.7078, 0.6808, -0.9881], [2.3663, 0.0900, 0.3304], [0.5671, -1.3094, 0.6864]],
  "atomic_forces_ev_per_a": [[-4.89, -1.04, 0.50], [1.40, 0.30, 0.70], [1.53, 0.35, -0.87], [0.81, -0.44, 0.31], [2.62, 1.74, -0.71], [-0.11, -0.10, 0.06], [-0.72, -0.18, -0.03], [0.54, -0.06, -0.24], [-1.18, -0.57, 0.29]],
  "de_lowest_ev": 2.457,
  "total_energy_ev": -16257.9532
}



Entry 20:
{
  "formula": "CH3INO4P",
  "method": "ωB97M-V/def2-TZVPD",
  "symbols": ["N", "P", "O", "O", "C", "O", "O", "I", "H", "H", "H"],
  "coordinates": [[1.8502, -0.9394, 0.4505], [0.8112, 0.0532, -0.4845], [1.3552, 1.6003, -0.2662], [-0.6174, -0.0555, 0.4278], [-1.7407, 0.1528, -0.2766], [-1.8358, 0.1793, -1.4234], [-2.8344, 0.3395, 0.5224], [-3.2646, -1.4631, 1.3457], [2.3885, -1.4955, -0.2006], [2.4414, -0.3654, 1.0472], [1.4463, 1.9938, -1.1423]],
  "atomic_forces_ev_per_a": [[-0.78, 1.54, 0.16], [0.36, -1.18, -1.82], [-0.33, -0.66, 0.87], [1.04, 0.71, 0.73], [-0.33, 0.08, 3.14], [-0.11, 0.40, -4.22], [0.13, -1.09, 0.74], [-0.14, 0.59, 0.04], [0.13, 0.05, 0.14], [0.16, -0.44, 0.14], [-0.12, -0.01, 0.08]],
  "de_lowest_ev": 0.000,
  "total_energy_ev": -28155.4290
}